Record 1
C45H35ClN7O7PbS as an isolated structure in a non-equilibrium geometry, computed with ωB97M-V/def2-TZVPD.

ORCA input file:
```
! RIJCOSX wB97M-V def2-TZVPD def2/J DEFGRID3
* xyz 3 1
Pb 0.10 0.25 0.05
C 5.08 -13.18 1.55
O 5.01 -12.21 0.44
C 4.50 -11.06 0.56
C 4.47 -10.27 -0.65
C 3.89 -9.06 -0.63
C 3.32 -8.54 0.59
C 3.42 -9.31 1.81
C 3.99 -10.53 1.80
C 2.72 -7.31 0.54
N 2.67 -6.54 -0.59
C 2.04 -5.45 -0.26
C 1.63 -5.49 1.16
N 2.08 -6.66 1.61
C 0.92 -4.45 1.77
C 0.39 -4.51 3.07
C -0.31 -3.44 3.55
C -0.41 -2.30 2.74
N 0.09 -2.23 1.50
C 0.71 -3.28 0.98
C 1.15 -3.21 -0.46
N 0.89 -2.10 -1.14
C 1.17 -2.07 -2.45
C 1.74 -3.13 -3.14
C 2.05 -4.27 -2.44
C 1.75 -4.31 -1.08
H 5.48 -14.08 1.11
H 4.08 -13.36 1.94
H 5.74 -12.81 2.32
H 4.89 -10.70 -1.54
H 3.83 -8.47 -1.53
H 3.04 -8.93 2.75
H 4.07 -11.10 2.72
H 1.98 -7.01 2.56
H 0.51 -5.40 3.68
H -0.76 -3.44 4.54
H -0.90 -1.39 3.09
H 0.93 -1.14 -2.96
H 1.94 -3.04 -4.20
H 2.51 -5.13 -2.92
O 4.94 2.27 -3.42
C 5.32 2.12 -2.17
O 6.46 2.26 -1.82
C 4.27 1.73 -1.14
C 4.57 1.61 0.21
Cl 6.03 1.82 1.01
N 3.45 1.21 0.86
N 2.44 1.06 -0.01
C 2.90 1.38 -1.21
C 1.91 1.34 -2.37
O 2.28 1.62 -3.50
O 0.71 1.01 -2.05
C 3.25 0.95 2.25
C 2.60 -0.22 2.62
C 2.38 -0.49 3.96
C 2.82 0.40 4.93
C 3.47 1.57 4.55
C 3.69 1.85 3.21
H 3.98 2.07 -3.55
H 2.30 -0.92 1.85
H 1.88 -1.41 4.25
H 2.66 0.18 5.98
H 3.81 2.27 5.30
H 4.19 2.76 2.92
C 0.94 4.20 -0.51
C -0.44 3.62 -0.50
N -1.36 4.27 -1.23
O -0.74 2.61 0.15
H 0.92 5.26 -0.24
H 1.38 4.12 -1.51
H 1.57 3.66 0.20
H -1.14 5.10 -1.75
H -2.29 3.90 -1.30
O -0.68 0.77 2.61
S -1.17 2.04 3.30
C -0.37 2.12 4.89
C -0.46 1.05 5.77
C 0.19 1.14 6.99
C 0.93 2.27 7.31
C 1.02 3.33 6.41
C 0.36 3.25 5.19
C -2.82 1.65 3.87
C -3.53 0.67 3.20
C -4.82 0.36 3.61
C -5.39 1.06 4.67
C -4.68 2.05 5.32
C -3.39 2.36 4.92
H -1.07 0.18 5.53
H 0.10 0.33 7.71
H 1.44 2.34 8.27
H 1.59 4.21 6.66
H 0.41 4.08 4.48
H -3.08 0.15 2.36
H -5.39 -0.41 3.10
H -6.41 0.84 4.97
H -5.12 2.59 6.15
H -2.83 3.14 5.42
*
```

The calculation puts the energy relative to the best compared isomer or geometry (same formula, charge and spin) at 25.54 kcal per mole. The HOMO-LUMO gap is 3.052 eV.

Record 2
A 8-piece molecular cluster, C45H36BCl2O29P overall, computed with ωB97M-V/def2-TZVPD.

ORCA input file:
```
! RIJCOSX wB97M-V def2-TZVPD def2/J DEFGRID3
* xyz 0 1
O 2.54 2.24 -5.59
C 2.32 1.53 -6.55
C 2.63 0.12 -6.61
C 2.34 -0.55 -7.74
O 2.58 -1.84 -7.90
C 1.71 0.11 -8.94
O 1.50 -0.60 -9.91
C 1.38 1.52 -8.87
C 1.66 2.19 -7.74
O 1.41 3.48 -7.57
H 3.08 -0.34 -5.75
H 2.27 -2.06 -8.80
H 0.92 1.98 -9.73
H 1.72 3.70 -6.67
O 1.79 -5.72 2.94
C 2.08 -4.61 2.52
C 2.92 -4.35 1.38
C 3.16 -3.07 1.03
O 3.90 -2.74 -0.01
C 2.59 -1.91 1.81
O 2.85 -0.78 1.41
C 1.76 -2.18 2.95
C 1.51 -3.45 3.30
O 0.76 -3.81 4.33
H 3.32 -5.19 0.83
H 3.90 -1.77 -0.07
H 1.35 -1.34 3.50
H 0.76 -4.79 4.37
O -5.48 4.57 -1.42
C -4.34 4.47 -1.84
C -3.43 5.58 -1.95
C -2.19 5.37 -2.42
O -1.28 6.32 -2.53
C -1.72 4.00 -2.84
O -0.59 3.91 -3.29
C -2.63 2.88 -2.72
C -3.86 3.09 -2.25
O -4.75 2.12 -2.11
H -3.78 6.55 -1.64
H -0.46 5.89 -2.86
H -2.27 1.91 -3.02
H -5.58 2.52 -1.78
O -4.96 3.32 1.06
C -5.54 2.39 1.59
C -5.07 1.66 2.74
C -5.80 0.63 3.20
O -5.46 -0.11 4.24
C -7.11 0.22 2.56
O -7.68 -0.73 3.05
C -7.60 0.98 1.42
C -6.87 2.01 0.97
O -7.22 2.77 -0.05
H -4.13 1.95 3.19
H -6.17 -0.78 4.34
H -8.54 0.69 0.98
H -6.54 3.48 -0.15
O 0.07 -2.37 0.23
C -0.15 -2.48 -0.96
C -0.67 -3.67 -1.60
C -0.86 -3.66 -2.92
O -1.33 -4.69 -3.61
C -0.55 -2.45 -3.78
O -0.75 -2.56 -4.98
C -0.05 -1.26 -3.14
C 0.14 -1.26 -1.81
O 0.60 -0.23 -1.13
H -0.89 -4.53 -0.98
H -1.35 -4.41 -4.54
H 0.17 -0.40 -3.75
H 0.67 -0.51 -0.19
O -0.51 -11.71 6.63
C -0.23 -10.59 6.24
C 0.62 -10.30 5.11
C 0.86 -9.02 4.79
O 1.61 -8.64 3.77
C 0.29 -7.87 5.59
O 0.61 -6.76 5.21
C -0.57 -8.16 6.72
C -0.82 -9.44 7.03
O -1.59 -9.82 8.03
H 1.02 -11.13 4.54
H 1.61 -7.66 3.75
H -0.99 -7.33 7.27
H -1.58 -10.80 8.02
O 0.88 6.45 6.05
C 1.41 5.92 5.09
C 2.45 4.92 5.19
C 2.97 4.41 4.06
O 3.92 3.50 4.03
C 2.51 4.86 2.69
O 3.07 4.35 1.73
C 1.46 5.84 2.59
C 0.94 6.35 3.72
O -0.03 7.25 3.75
H 2.78 4.61 6.17
H 4.10 3.32 3.08
H 1.13 6.14 1.61
H -0.20 7.43 4.69
C 1.34 3.16 -0.58
C 2.03 4.13 -1.54
Cl 1.78 5.83 -1.03
C 3.53 3.85 -1.72
B 3.62 2.42 -2.34
P 3.92 0.86 -1.27
O 5.52 0.87 -0.92
Cl 3.85 -0.63 -2.71
H 2.03 2.76 0.15
H 0.92 2.33 -1.16
H 0.53 3.65 -0.04
H 1.57 4.03 -2.52
H 4.05 3.99 -0.78
H 3.89 4.55 -2.48
H 3.40 2.28 -3.50
H 5.62 0.85 0.04
*
```

As for the SMILES: O=C1C=C(O)C(=O)C=C1O.O=C1C=C(O)C(=O)C=C1O.O=C1C=C(O)C(=O)C=C1O.O=C1C=C(O)C(=O)C=C1O.O=C1C=C(O)C(=O)C=C1O.O=C1C=C(O)C(=O)C=C1O.O=C1C=C(O)C(=O)C=C1O.C[C@@H](Cl)CBP(O)Cl. The HOMO-LUMO gap is 7.054 eV.

Record 3
C45H37BCrF6O5 as an isolated structure in a non-equilibrium geometry, computed with ωB97M-V/def2-TZVPD.

ORCA input file:
```
! RIJCOSX wB97M-V def2-TZVPD def2/J DEFGRID3
* xyz 3 4
C 4.68 -1.70 0.92
C 3.18 -1.46 1.09
C 2.38 -2.63 0.54
C 2.76 -0.96 2.56
C 1.25 -1.13 2.88
C 3.62 -1.44 3.69
O 2.95 0.47 2.45
B 2.38 0.59 1.18
C 1.35 1.66 0.84
C 0.99 2.64 1.77
C -0.22 3.28 1.62
C -0.68 4.18 2.75
F -1.93 4.69 2.55
F -0.69 3.50 3.94
F 0.17 5.25 2.92
C -1.02 3.08 0.50
C -0.54 2.24 -0.51
C -1.34 1.97 -1.75
F -0.52 1.75 -2.83
F -2.09 0.83 -1.60
F -2.18 2.98 -2.09
C 0.66 1.57 -0.37
C 4.98 2.56 0.32
C 4.30 2.77 -1.00
C 3.51 3.89 -1.19
C 2.95 4.15 -2.45
C 3.18 3.22 -3.49
C 3.82 1.99 -3.24
C 4.32 1.75 -1.96
O 2.84 -0.33 0.24
H 4.97 -2.63 1.43
H 4.92 -1.82 -0.15
H 5.27 -0.86 1.31
H 2.53 -3.53 1.16
H 1.31 -2.38 0.51
H 2.71 -2.86 -0.48
H 0.98 -2.15 3.15
H 1.01 -0.48 3.73
H 0.60 -0.80 2.04
H 3.53 -2.53 3.80
H 4.67 -1.17 3.53
H 3.29 -0.97 4.63
H 1.65 2.86 2.60
H -1.99 3.55 0.41
H 1.04 0.96 -1.18
H 4.34 3.05 1.08
H 4.92 1.47 0.51
H 3.29 4.50 -0.31
H 2.30 5.01 -2.59
H 2.78 3.42 -4.49
H 3.88 1.19 -4.00
H 4.70 0.78 -1.65
O 1.25 6.60 -0.30
C 2.27 7.09 -0.04
Cr 3.90 7.79 0.66
C 3.71 6.28 1.77
O 3.46 5.33 2.40
C 2.78 8.63 1.97
O 2.01 8.95 2.78
C 4.67 9.69 -0.15
C 4.42 8.80 -1.20
C 4.94 7.50 -1.17
C 5.77 7.07 -0.11
C 6.17 5.66 0.03
C 6.32 4.47 0.22
C 6.38 3.00 0.48
C 6.72 2.73 2.00
C 6.58 3.79 2.90
C 6.49 3.55 4.28
C 6.56 2.25 4.77
C 6.78 1.20 3.89
C 6.90 1.44 2.52
C 7.19 2.28 -0.64
C 7.39 2.98 -1.83
C 7.62 2.30 -3.03
C 7.76 0.91 -3.03
C 7.68 0.22 -1.82
C 7.40 0.90 -0.63
C 5.99 7.98 0.95
C 5.48 9.28 0.92
H 4.25 10.70 -0.17
H 3.80 9.12 -2.04
H 4.70 6.77 -1.95
H 6.51 4.81 2.52
H 6.38 4.40 4.94
H 6.48 2.07 5.84
H 6.91 0.19 4.25
H 7.15 0.60 1.87
H 7.25 4.06 -1.84
H 7.69 2.86 -3.95
H 7.93 0.38 -3.96
H 7.83 -0.85 -1.78
H 7.29 0.32 0.28
H 6.56 7.62 1.81
H 5.69 9.96 1.75
*
```

As for the expectation value of S²: 3.80. The HOMO-LUMO gap (alpha / beta) is 6.112 / 3.434 eV.